Entry from the Open Molecules 2025 dataset: the molecule C5H10N2 (ωB97M-V with the def2-TZVPD basis set).

XYZ file:
```
17
Properties=species:S:1:pos:R:3:forces:R:3
H -2.3074 -1.2640 0.2894 0.021 0.143 0.194
H -2.2263 -0.7893 -2.1953 0.023 -0.036 -0.034
N -1.6017 -0.5500 0.3756 0.960 0.821 2.213
C 1.0716 0.6737 0.6449 -1.308 0.326 2.299
H 1.1503 0.1151 -1.4137 -0.099 0.159 -0.177
H 0.6121 -0.7608 2.1144 0.254 -0.061 -0.026
H -1.1147 -2.1343 -1.8927 -0.032 0.087 0.064
C 0.5110 0.0941 -0.5446 -0.719 -0.277 -0.764
H -1.0807 -0.3105 1.3543 -1.888 -0.550 -2.658
N 0.4319 0.2226 1.9438 1.280 0.156 -1.289
C 1.8953 1.7215 0.6730 -0.040 -0.045 0.102
C -0.7585 -0.3983 -0.6840 1.374 -0.957 0.358
H 0.7848 0.7484 2.7351 0.026 0.064 -0.175
H -0.5641 -0.7226 -2.8040 -0.023 -0.012 0.062
H 2.2856 2.1167 1.5963 0.005 0.041 0.194
H 2.0987 2.2827 -0.2214 0.303 -0.152 -0.273
C -1.1878 -1.0450 -1.9711 -0.138 0.292 -0.092
```
Forces are in eV/Å.

Properties
* relative energy (zero: lowest compared OMol25 entry of this formula, charge and spin): 1.109 eV
* SMILES string: C=C(N)/C=C(/C)N
* net charge: 0
* gap between HOMO and LUMO: 8.27 eV

Entry from the Open Molecules 2025 dataset: a cluster of 2 separate species, C4H10N2O2 in total (ωB97M-V with the def2-TZVPD basis set).

XYZ file:
```
18
Properties=species:S:1:pos:R:3:forces:R:3
H -2.5831 -0.4516 -1.8402 0.224 0.269 0.349
O 0.2221 0.8757 -1.3055 -0.022 0.078 -0.295
H 2.8228 -0.1730 0.0304 -0.243 -0.019 0.378
N 1.9590 -0.6766 0.1605 -0.184 -1.001 -0.288
C -1.8048 1.6895 -0.4568 -1.336 0.984 -0.043
N -1.5822 -0.4016 -1.6917 -1.183 -0.119 -0.389
H -2.2630 2.4230 -1.1265 0.225 -0.069 -0.397
H -0.8923 -0.5180 1.4802 0.059 0.410 -0.057
C -0.9792 0.7237 -1.1981 0.808 -0.702 -0.458
H -1.0878 -1.0211 -2.3072 0.507 0.196 -0.037
C -0.1745 -1.2371 1.1010 -0.978 -1.441 1.019
H 1.4255 -0.9571 -0.6376 0.435 0.293 -0.542
H -0.3705 -2.1135 1.7406 0.493 0.273 0.167
O 1.6042 -0.2397 2.3498 -0.188 -0.475 -0.026
H -0.5362 -1.6010 0.1445 0.574 0.413 -0.381
H -1.1651 2.2872 0.1816 -0.054 -0.268 0.410
C 1.2257 -0.7162 1.2918 0.408 1.320 0.208
H -2.6893 1.2591 0.0224 0.453 -0.140 0.384
```
Forces are in eV/Å.

Properties
* relative energy (zero: lowest compared OMol25 entry of this formula, charge and spin): 0.755 eV
* SMILES string: CC(N)=O.CC(N)=O
* net charge: 0
* gap between HOMO and LUMO: 9.93 eV

Entry from the Open Molecules 2025 dataset: a structure of composition C14H56FN28O14Zn (ωB97M-V with the def2-TZVPD basis set).

XYZ file:
```
114
Properties=species:S:1:pos:R:3:forces:R:3
H 23.3247 11.6554 16.7234 0.140 -0.087 -0.044
C 28.3998 9.3270 11.1544 -2.894 3.875 1.275
H 22.0684 11.1349 17.6555 0.128 -0.171 -0.149
N 19.8661 13.1707 9.7332 -3.480 3.261 -2.182
H 28.4258 7.5437 15.0833 0.453 0.817 0.467
O 22.5915 13.8356 16.8602 -0.252 0.657 -1.343
N 24.2683 14.7845 15.6898 1.753 -0.951 -0.130
H 27.8593 12.8874 16.6787 0.262 0.247 -0.469
H 25.6178 13.7813 10.9261 -0.339 -0.197 0.057
N 22.2812 11.5770 14.4196 -2.168 -1.465 1.701
H 27.6074 7.0714 6.3307 0.596 0.012 -0.380
H 30.5274 11.1264 16.7713 -0.395 -0.158 -0.522
H 26.7539 15.9915 13.2183 0.052 -0.414 0.114
C 27.5539 8.9629 6.8397 0.819 0.237 -0.637
N 23.2335 12.9702 13.0949 -0.854 5.076 -3.572
C 23.3205 9.6312 17.1001 1.444 -0.317 1.443
O 27.9964 10.0569 6.7473 0.883 3.817 0.511
H 28.8175 14.8888 12.1154 0.362 -0.141 -0.373
N 31.0412 6.6292 13.7650 1.870 -0.216 -0.651
H 22.2718 13.1317 12.8319 0.371 0.719 -0.380
H 30.3203 10.1369 15.3808 0.447 0.009 0.021
H 22.8222 7.9343 18.0991 0.002 0.361 -0.233
O 19.8313 12.1798 11.7929 -0.638 0.491 0.227
C 22.9846 14.6894 16.0338 1.549 -0.934 2.195
H 28.2771 13.3044 11.8034 -0.290 -0.257 -0.140
H 22.4363 10.9276 15.1774 -0.878 0.065 -0.386
N 21.4878 12.0374 10.3796 5.375 -3.053 0.503
H 21.5994 11.1726 10.8894 1.387 -0.147 -0.336
N 30.7403 10.2641 16.2906 -3.151 3.634 -2.122
N 29.4184 7.4961 14.9025 -2.173 1.492 1.841
O 25.1683 8.8596 13.7614 -0.606 -1.576 0.828
N 25.0160 14.5742 11.0973 -1.394 -0.800 -0.604
H 22.6792 16.5930 15.2207 0.192 -0.437 0.088
H 25.8080 5.7381 13.6904 -0.140 0.286 -0.034
H 22.0443 12.3185 9.5851 -0.310 -0.489 0.290
H 31.2293 14.8875 12.1549 0.123 0.099 -0.340
C 31.7090 9.5481 16.7791 -1.998 0.830 1.251
C 25.6055 7.7473 14.1410 -0.821 -0.233 -3.233
H 28.5860 11.2836 10.5554 0.152 -0.262 0.044
H 31.5995 7.0372 14.5012 0.631 -0.229 -0.456
O 30.2061 12.7134 10.3216 0.291 -1.087 -0.875
H 18.9481 13.5765 9.8459 0.261 0.247 -0.399
H 20.4168 13.2985 8.8962 -0.695 0.101 0.204
N 22.1187 7.6972 12.9503 0.267 0.123 3.537
O 27.3098 10.6716 14.5193 2.128 -0.583 -1.110
N 22.3195 15.7030 15.5348 -3.881 0.729 0.133
C 27.3196 11.3529 15.5223 -1.282 0.753 -2.614
O 25.0285 10.0451 11.3075 -1.456 0.285 -1.484
N 28.0600 12.4463 15.7926 2.249 1.243 0.548
N 25.4792 6.6463 13.3952 -0.972 -0.593 -1.659
N 20.6822 6.5850 11.6958 -2.439 -1.868 0.114
H 26.1328 9.2232 8.1766 -0.131 -0.254 0.003
Zn 26.0707 10.4557 12.9725 -0.131 1.161 -0.554
H 20.0835 6.6695 12.5047 -0.562 -1.016 -0.496
N 25.3414 11.0980 9.3280 3.813 4.298 -1.048
N 28.9607 14.0235 11.6146 -2.484 0.030 1.698
H 29.3785 10.0692 9.6215 0.074 0.936 0.214
N 28.9271 8.2704 10.6982 1.103 -6.389 -0.082
H 26.1318 7.6638 7.3817 -0.086 0.417 0.396
H 28.7921 7.4228 11.2306 0.136 -0.330 -0.395
H 21.4077 15.6622 15.9673 -0.362 0.877 -0.488
N 26.2025 7.5287 15.2542 1.715 1.220 3.992
H 31.3774 5.9092 13.1415 0.260 0.195 0.433
H 24.4282 15.2553 14.8106 0.637 -0.348 -0.023
O 32.0678 8.5544 16.3048 2.663 -5.963 -3.543
H 24.9221 11.4683 8.4870 0.259 -0.054 0.200
H 21.5059 7.4481 13.7136 0.840 -0.127 0.334
H 30.1698 7.9772 15.3757 -0.543 0.109 0.330
H 26.7340 14.2897 12.6721 0.489 -0.233 0.289
H 28.8452 7.9915 5.5678 -0.343 0.433 0.199
O 24.6822 16.4836 12.2679 -0.954 -0.369 0.407
N 26.4354 15.2524 12.6080 5.632 -1.302 3.621
C 24.6802 10.3272 10.1331 3.665 0.430 3.950
H 26.7262 6.7119 15.5344 -0.657 -0.031 -0.206
H 31.8030 14.2895 10.6213 0.651 0.507 0.477
O 24.4190 11.4104 14.0037 4.279 -1.687 1.933
N 31.0359 14.5663 11.2171 3.835 2.131 -0.125
H 24.0568 14.6518 10.7904 0.355 -0.326 -0.382
H 32.3986 9.1921 18.6067 0.090 0.561 -0.038
C 23.3952 12.0153 13.8967 -1.150 -2.148 -0.169
N 31.9647 9.8771 18.0046 1.659 1.665 3.989
H 25.4224 10.8818 16.2716 0.420 -0.933 -0.427
H 26.0246 11.6838 9.7862 0.248 0.122 -0.256
N 22.8291 10.8420 17.0591 -0.638 4.026 -0.715
H 23.3035 9.0399 9.9980 -0.945 -0.357 -0.250
C 20.3421 12.4936 10.7213 -1.771 -0.398 1.821
C 25.3177 15.4393 12.0794 -4.097 3.423 -3.140
O 27.5080 9.4707 12.0272 1.751 -1.640 -0.216
H 23.5793 9.9938 8.5260 -0.053 -0.383 0.409
H 26.5889 11.8346 17.1519 -1.400 -0.450 0.521
F 26.6420 12.2814 12.2767 0.072 0.604 -0.274
C 30.1037 13.6832 11.0362 -2.328 -1.218 -0.435
N 22.5775 8.8772 17.8323 -3.699 -2.971 2.455
C 29.7234 6.6228 13.9882 2.350 -0.765 -0.741
N 28.8822 10.3224 10.4640 0.308 3.314 -1.437
H 23.0512 8.0420 13.1282 -0.288 0.713 -0.124
O 24.3936 9.2286 16.7387 2.445 0.007 -1.987
H 20.3680 6.2639 10.7912 -0.433 0.473 0.337
H 21.7173 9.2935 18.1592 0.050 -0.833 0.237
H 29.4896 8.3045 9.8600 -0.060 -0.494 0.614
C 21.6263 7.4803 11.7605 2.205 2.259 -2.206
N 26.3652 11.2286 16.3754 -1.489 0.607 4.530
N 23.7800 9.7717 9.4906 -6.167 -4.249 -2.075
H 24.0130 13.4120 12.6287 -0.248 -0.306 -0.227
H 25.9191 8.2378 15.9153 0.595 -0.013 0.697
O 22.0673 8.1046 10.8022 0.396 -0.411 -1.414
H 24.7700 13.9592 15.9852 0.549 0.253 -0.623
H 21.3961 12.0372 14.2616 0.129 -0.192 0.351
H 24.7855 6.7036 12.6634 0.538 -0.223 -0.228
N 26.6016 8.5268 7.6150 -3.594 -0.074 3.053
O 29.0033 5.8702 13.3930 -2.593 -1.132 -1.204
N 28.0214 7.9752 6.1519 1.915 -4.614 -3.021
H 28.5631 13.0275 15.1375 -0.032 -0.768 -0.221
H 31.6211 10.7762 18.3106 0.430 -0.572 0.743
```
Forces are in eV/Å.

Properties
* net charge: +1
* gap between HOMO and LUMO: 9.37 eV

Entry from the Open Molecules 2025 dataset: a structure of composition C24H41Cl4FO12 (ωB97M-V with the def2-TZVPD basis set).

XYZ file:
```
82
Properties=species:S:1:pos:R:3:forces:R:3
H -2.8339 2.9479 3.6105 0.334 0.078 -0.405
Cl 4.6165 -1.1848 -1.2878 0.749 0.007 0.975
C 0.1753 -7.8365 -4.3714 0.887 -1.312 -0.488
C 0.2526 -3.3123 -3.1043 0.802 1.572 0.800
C -0.1455 -4.6650 1.9568 -0.301 -1.400 0.242
O 3.0763 -0.8753 -6.0975 1.501 1.181 0.729
H 5.5127 0.0943 -8.9907 0.063 0.579 0.553
H -1.6258 6.1465 10.7693 -0.168 0.369 0.066
O -1.2955 0.5127 1.8476 0.113 0.311 -0.441
F 3.1419 -3.7017 1.0092 -1.812 0.623 0.199
H 0.5951 -2.8889 -4.0485 -0.364 0.023 -0.255
H -3.9881 -0.2127 1.5744 0.162 -0.501 0.248
H 2.5584 -0.6424 -8.6184 0.053 -0.359 -0.292
H 3.2303 0.4905 -3.4595 0.319 -0.014 -0.061
H -0.0190 -7.9498 -5.4379 0.118 0.274 -0.062
H 1.2427 -7.9400 -4.1757 -0.011 0.081 -0.121
H -3.1819 7.7626 9.8423 -0.046 0.232 -0.638
H -3.3817 1.4057 2.9008 1.098 -0.349 0.139
O 3.7601 1.2271 -5.3594 1.706 -1.083 -0.827
C 5.3424 -0.4686 0.2285 -0.055 -0.335 -0.394
H 1.3843 1.1995 0.9321 -0.001 0.635 -0.012
O -5.1393 6.7204 7.4515 2.582 -0.756 -1.044
H 1.8340 -5.5216 1.9491 -0.410 -0.648 -0.306
H 2.0296 1.3012 -1.6565 -0.102 -0.478 0.212
C -0.3244 -2.4054 1.1723 2.509 0.443 -0.339
C -4.1003 6.0068 4.9919 -0.852 0.604 -0.423
H 0.4382 0.1893 -0.0978 -0.671 -0.099 0.273
H -4.5102 6.6167 9.8005 -0.020 -0.034 -0.328
H 6.3412 -0.0750 0.0398 -0.375 0.228 -0.460
O -0.3116 -6.6215 -3.8986 -0.680 0.998 0.712
C -0.7879 -2.4039 -2.3970 0.223 -1.390 -1.590
H -0.9186 -1.5519 0.8810 0.214 0.257 0.084
C -3.9429 6.4097 7.3121 -3.449 0.862 0.055
H -0.2757 -1.4547 -2.2397 -0.495 0.095 0.406
H 1.9787 1.1062 -4.5402 -0.416 0.219 0.640
O -0.4726 2.0297 0.3801 -0.140 -0.014 0.393
C 4.7045 -0.2904 -8.3687 -2.222 0.382 -1.411
H -1.2519 -2.9083 -1.5494 0.613 0.258 0.471
H 0.3147 1.6235 -1.9627 0.112 0.501 -0.037
H 1.1667 -3.3149 -2.5106 0.182 -0.374 0.284
C 0.5166 -5.5909 -3.7037 1.368 -0.582 -1.082
C -3.4440 6.7314 9.6052 -0.294 -0.215 2.471
O 1.7193 -5.5932 -3.9410 -2.061 0.519 0.804
C 1.1369 1.7905 -1.2668 0.826 -0.268 1.202
H -4.0866 -2.0651 1.7891 0.555 0.389 0.005
C 3.7918 0.1157 -6.1630 -2.167 0.509 -0.949
O -3.3190 6.0636 6.1612 0.461 0.134 1.375
Cl 4.2382 0.7807 0.7709 0.066 0.356 0.321
C -1.3039 1.6102 1.3156 -0.075 -0.766 1.102
Cl -5.8745 -1.2269 0.6735 -1.678 0.148 0.275
H 1.6239 -1.6035 0.4576 -0.061 0.174 -0.053
H 2.9308 0.9575 -9.0267 0.769 0.303 0.178
C -3.0923 2.4341 2.6846 -1.126 -0.797 -0.601
Cl -3.3482 -1.3177 -0.3799 1.130 -0.228 -0.071
H -0.3373 -8.6688 -3.8891 -0.165 0.307 0.265
H 3.1472 2.2655 -3.7759 -0.124 -0.186 0.027
H -2.0265 -3.5842 1.7424 -0.072 0.164 0.503
C 2.9974 1.2674 -4.1876 -1.014 -0.468 -0.392
H 1.4755 2.8192 -1.1437 -0.629 0.214 -0.268
H -4.0667 2.7364 2.3009 0.305 1.007 -0.121
H -3.2268 5.8416 11.5520 0.273 0.168 0.112
C -0.9497 -3.5015 1.7555 0.765 -0.117 -1.607
H -4.1631 6.9779 4.5008 0.058 0.261 0.245
C 1.1619 -4.7360 1.6368 1.053 -0.368 1.193
C 3.3232 -0.0545 -9.1260 0.445 -1.054 0.280
O -0.2621 -4.5908 -3.2653 -0.373 -1.037 0.012
H -1.6367 -2.3218 -3.0759 0.042 0.585 -0.150
H -5.1179 5.7345 5.2721 0.049 -0.356 -0.363
H 5.4689 -1.1833 1.0417 -0.449 -0.316 -0.426
H 5.0167 -1.3038 -8.1162 -0.723 -0.193 -0.012
H 3.3306 -0.2546 -10.1974 0.163 -0.368 0.112
C 0.6699 1.2340 0.1096 0.603 -0.395 -2.085
C 1.1034 -2.4334 0.9125 -2.704 1.041 0.161
C -2.6662 5.8590 10.6174 -0.299 -0.349 -0.619
H -3.6137 5.3660 4.2566 -0.095 -0.362 0.443
O 4.5153 0.4984 -7.2112 1.649 0.549 1.418
H -0.5775 -5.5969 2.2905 -0.350 0.129 0.349
C 1.8226 -3.6047 1.2000 1.305 -0.286 -0.478
H -2.6105 4.8279 10.2685 -0.246 -0.080 -0.095
O -3.1100 6.3546 8.3140 2.044 -0.470 -1.269
O -2.1288 2.5922 1.6111 -0.752 0.440 0.662
C -4.2173 -1.1908 1.1515 -0.218 0.201 -0.419
```
Forces are in eV/Å.

Properties
* spin multiplicity: 2
* net charge: +1
* gap between HOMO and LUMO (spin up / spin down): 7.82 / 3.60 eV